[1]
{"formula": "C19H47NO13P2", "method": "ωB97M-V with the def2-TZVPD basis set", "charge": 0, "gap_ev": 5.1, "total_energy_ha": -2467.714577, "fmax_ev_per_a": 4.27, "homo_energy_ev": -4.99, "symbols": ["P", "P", "O", "O", "O", "O", "O", "O", "O", "O", "O", "O", "O", "O", "O", "N", "C", "C", "C", "C", "C", "C", "C", "C", "C", "C", "C", "C", "C", "C", "C", "C", "C", "C", "C", "H", "H", "H", "H", "H", "H", "H", "H", "H", "H", "H", "H", "H", "H", "H", "H", "H", "H", "H", "H", "H", "H", "H", "H", "H", "H", "H", "H", "H", "H", "H", "H", "H", "H", "H", "H", "H", "H", "H", "H", "H", "H", "H", "H", "H", "H", "H"], "positions_angstrom": [[3.983458, -1.873950, -1.093607], [-1.853562, -2.063390, -0.080847], [-3.246602, -1.234940, -0.075907], [3.706898, -3.450160, -1.240197], [4.618118, -1.897370, 0.428923], [-2.187922, -0.908550, -4.140247], [-1.860122, -2.639140, 1.442453], [-0.611242, -1.363850, -0.507457], [1.525928, 2.303830, 0.912053], [5.295308, -1.482360, -2.100317], [2.875438, -0.928380, -1.337757], [-2.302952, -3.334630, -0.942357], [-3.200462, 0.992350, -3.744737], [-1.169322, 0.634620, -2.676187], [0.886208, 0.608620, -0.958907], [0.281448, 2.112740, 1.572213], [-2.091592, 0.260670, -3.441237], [-4.860632, 2.295660, -2.704187], [6.022068, -0.268940, -1.780247], [0.279478, 1.318950, 2.831873], [-1.634692, -4.598950, -0.879107], [-3.457052, 2.304300, -3.187157], [-2.020382, 2.930320, 1.995073], [-1.138212, 1.056620, 3.379093], [-2.035492, 2.315560, 3.394383], [-0.800422, -3.454690, 1.892013], [-0.609292, 3.290040, 1.382963], [-1.094142, 3.416980, -0.085347], [-1.060862, -1.793100, -4.180607], [3.079198, -3.920580, -2.392257], [0.836338, -0.121120, 2.575803], [5.750548, -2.654350, 0.773423], [1.123068, 2.029140, 3.983133], [-0.042232, 4.608650, 1.898503], [-3.197422, 0.100660, 0.350823], [-0.723952, -3.387850, 2.977273], [-3.563882, 0.767390, -0.429727], [0.095198, 4.663180, 2.978433], [-3.907312, 0.164910, 1.175463], [-1.582722, 3.033780, 4.077943], [1.921878, -0.074350, 2.489153], [7.006488, -0.581760, -1.432157], [-0.793482, 5.384380, 1.750353], [3.189578, -4.967230, -2.675877], [-5.366842, 1.767550, -3.512247], [-5.317752, 3.270340, -2.533457], [-1.789982, -5.337130, -1.665927], [-2.210242, 0.472560, 0.625143], [0.806088, 1.586670, 4.927503], [-1.169612, -2.602710, -3.458937], [-3.043872, 2.157370, 3.776803], [6.357058, 0.251310, -2.677597], [-0.550012, -4.566240, -0.776737], [3.404628, -3.338850, -3.254687], [-1.286522, 2.508800, -0.656587], [0.462798, -0.494880, 1.622463], [-2.589622, 2.227450, 1.386763], [-2.453042, 3.925460, 1.892083], [-0.086292, -1.358270, -3.958727], [1.687338, 0.109670, -1.134517], [-0.855592, -4.531030, 1.729053], [0.802738, 3.070750, 4.006093], [6.456078, -1.944820, 1.205743], [-0.910382, -2.332130, -5.115967], [-1.968912, 4.061210, -0.173887], [2.014208, -3.688540, -2.398787], [0.565728, -0.816100, 3.370713], [-3.212762, 3.099970, -3.890957], [-1.257592, 0.546400, 4.334873], [-2.802562, 2.525080, -2.343957], [0.884538, 4.989640, 1.469503], [2.209798, 1.948760, 3.957533], [-0.336302, 3.967220, -0.643027], [5.569118, -3.269260, 1.654943], [6.234498, -3.185840, -0.045967], [-1.549392, 0.298010, 2.713093], [5.519748, 0.509580, -1.206067], [-1.997632, -5.096870, 0.020033], [-4.948152, 1.686130, -1.804797], [0.145868, 0.000210, -1.016607], [0.150318, -3.071160, 1.521763], [1.001818, 1.059940, -0.119537]], "forces_ev_per_angstrom": [[2.9, 0.7, 0.9], [-1.3, -0.2, 0.8], [2.2, -2.1, -0.9], [0.8, 1.0, 0.5], [-2.1, 0.6, -2.5], [0.6, 0.9, 0.2], [-0.2, 0.3, -1.3], [-1.5, -1.3, 0.5], [-0.5, -1.1, 0.4], [-2.3, -0.7, 1.7], [0.9, -1.3, 0.4], [0.4, 0.3, -0.9], [1.0, -0.9, 0.0], [-3.0, -1.5, -2.6], [-0.2, 0.3, -2.3], [-1.5, -0.6, -1.0], [1.5, 1.5, 1.4], [-0.8, -0.7, -0.6], [1.1, 0.0, -0.8], [1.4, 0.4, 1.1], [0.3, -0.8, 1.4], [1.6, 0.5, 1.2], [0.6, 0.6, 0.9], [-1.4, 0.6, -0.9], [1.2, 0.5, -0.2], [1.5, 0.1, 1.2], [-0.9, -2.7, 0.3], [1.7, 1.2, -0.8], [0.9, -0.8, 0.8], [-1.3, 0.8, -2.5], [0.6, 1.1, -0.4], [1.3, 0.4, 1.0], [-1.0, -0.5, -0.3], [-0.6, 0.8, 0.5], [-0.6, 1.4, 0.4], [-0.3, 0.4, 0.0], [0.0, -0.2, -0.2], [0.1, -0.5, 0.1], [0.3, 0.2, 0.2], [0.1, 0.1, 0.3], [0.1, -0.1, 0.0], [-0.3, 0.0, 1.0], [-0.2, 0.2, -0.4], [0.5, 0.0, 0.9], [-0.8, 0.2, 0.2], [0.3, 0.0, -0.1], [-0.7, 0.9, -0.7], [0.1, -0.3, 0.1], [0.0, -0.1, 0.2], [-0.4, 0.2, 0.3], [-0.1, -0.3, -0.2], [-0.8, -0.3, -0.6], [0.1, 0.7, 0.0], [0.4, -0.1, -0.2], [0.1, -0.3, 0.5], [-0.2, 0.0, 0.0], [0.3, 0.4, -0.5], [-0.9, -0.2, 0.6], [-0.3, 0.7, 0.1], [1.1, -0.7, -0.2], [-0.5, 0.1, -0.6], [0.4, 0.0, 0.1], [0.3, 0.2, -0.4], [-0.8, 0.7, -0.5], [-0.3, 0.0, 0.3], [-0.2, -0.2, 0.6], [0.0, 0.1, 0.1], [-0.3, -0.4, -0.5], [1.0, 0.2, 0.3], [0.4, -0.4, 0.0], [0.0, -0.6, -0.4], [-0.1, 0.1, -0.6], [0.3, -0.1, -0.3], [-0.6, -0.5, -0.5], [-0.3, -0.1, 0.0], [-0.4, 0.1, -0.4], [-0.2, -0.6, 0.5], [0.0, -0.1, 0.0], [-0.1, 0.1, 0.0], [-1.0, -0.6, 0.2], [0.1, -0.1, -0.2], [0.7, 2.6, 2.9]], "mulliken_charge": [0.49, 0.06, -0.54, -0.24, -0.26, -0.35, -0.25, 0.52, -1.03, -0.41, -0.36, -0.33, -0.36, -0.57, -0.02, 1.39, 0.74, -1.11, -0.72, 1.18, -0.86, 0.29, -1.01, -0.71, -1.31, -0.63, 1.11, -1.38, -0.60, -0.65, -1.27, -0.77, -1.63, -1.73, 0.16, 0.29, -0.13, 0.34, 0.48, 0.41, 0.46, 0.31, 0.44, 0.33, 0.31, 0.34, 0.33, -0.34, 0.41, 0.07, 0.45, 0.29, 0.33, 0.37, -0.23, -0.05, -0.01, 0.66, 0.29, 0.89, 0.29, 0.25, 0.31, 0.41, 0.51, 0.12, 0.21, 0.41, 0.56, -0.16, 0.32, 0.30, 0.47, 0.28, 0.33, -0.15, 0.32, 0.39, 0.24, 0.31, 0.21, 0.18]}

[2]
{"formula": "C19H43InOP3SSe", "method": "ωB97M-V with the def2-TZVPD basis set", "charge": 3, "gap_ev": [5.1, 4.5], "total_energy_ha": -4837.571382, "fmax_ev_per_a": 2.99, "homo_energy_ev": [-16.77, -16.65], "symbols": ["In", "Se", "S", "P", "P", "P", "O", "C", "C", "C", "C", "C", "C", "C", "C", "C", "C", "C", "C", "C", "C", "C", "C", "C", "C", "C", "H", "H", "H", "H", "H", "H", "H", "H", "H", "H", "H", "H", "H", "H", "H", "H", "H", "H", "H", "H", "H", "H", "H", "H", "H", "H", "H", "H", "H", "H", "H", "H", "H", "H", "H", "H", "H", "H", "H", "H", "H", "H", "H"], "positions_angstrom": [[2.787574, -0.719604, -2.756374], [0.473793, -2.181945, -0.483544], [4.180842, -0.527908, 1.005924], [-1.336949, 0.395920, 1.412889], [-1.821221, -0.602930, -1.687833], [0.311349, 2.161793, -1.121782], [3.154003, -0.122268, -0.039342], [3.656486, -2.101500, 1.698640], [0.440069, 2.821642, -2.815617], [-3.024743, 0.735365, -2.049342], [-0.110191, 1.254451, 2.508085], [-1.597674, -1.070214, 2.501521], [3.900856, 0.578466, 2.391037], [1.862869, 2.931705, -0.424161], [-2.865992, 1.314289, 1.820528], [-0.905601, 3.380881, -0.449984], [-0.099536, -5.669297, -2.293253], [3.621253, -3.307548, -5.351672], [-3.000975, -1.745372, -0.858925], [3.128949, -2.125948, -4.911025], [2.144312, -4.126618, -1.656543], [0.869619, -3.849714, -1.080195], [1.001916, -5.692761, -3.149910], [-1.885997, -1.435882, -3.335974], [2.123052, -4.962885, -2.759171], [-0.214637, -4.713966, -1.279362], [4.234955, -3.864982, -4.618032], [4.901615, 0.723295, 2.833927], [-1.488289, -0.741972, -4.100053], [-3.835332, 0.326375, -2.674409], [2.733701, 2.486462, -0.939098], [-2.811912, 2.340901, 1.447844], [-1.049400, -4.636321, -0.626873], [3.537480, -2.136776, -3.843494], [1.968157, 2.650217, 0.640899], [-0.917642, -6.402468, -2.410475], [-3.438496, 1.161893, -1.126993], [-1.986354, -0.694275, 3.463049], [-0.945937, 3.366556, 0.646975], [-1.908166, 3.132139, -0.822890], [-1.193768, -2.292954, -3.356274], [-2.318022, -1.764189, 2.054375], [-2.444737, -2.607948, -0.463249], [3.589678, -1.962970, 2.780892], [-2.999901, 1.331419, 2.911497], [0.999083, -6.293076, -4.020212], [-3.730145, 0.826320, 1.359878], [-0.463755, 1.149815, 3.552593], [1.853802, 4.035136, -0.559384], [-2.939006, -1.724516, -3.519757], [0.583284, 3.898998, -2.831759], [-0.662445, 4.395403, -0.791808], [0.890668, -1.511091, -1.886774], [3.522045, 1.538696, 2.015118], [3.081827, -3.609501, -1.457305], [-2.529933, 1.556827, -2.585306], [3.641723, -3.710287, -6.393493], [4.441714, -2.821090, 1.377756], [-3.479233, -1.282688, 0.006136], [-0.463942, 2.588839, -3.380200], [-3.737713, -2.055166, -1.611686], [-0.022521, 2.307534, 2.237395], [2.694975, -1.198662, -5.344287], [2.973753, -4.949261, -3.390361], [1.270576, 2.335828, -3.334616], [0.887188, 0.792424, 2.350404], [3.180217, 0.107676, 3.078091], [-0.645538, -1.600813, 2.647803], [2.664178, -2.401893, 1.333356]], "forces_ev_per_angstrom": [[-0.2, 1.9, 1.6], [0.4, 2.8, -0.4], [0.2, 0.4, -0.5], [0.1, 0.7, 2.6], [-2.4, -1.4, -1.0], [0.5, 2.2, 1.0], [-0.4, -0.3, -0.7], [0.3, -0.3, 0.1], [-0.2, -1.0, -0.7], [0.6, 1.0, 0.2], [0.5, -0.2, -0.8], [0.2, -0.7, -0.8], [0.1, -0.2, 0.3], [0.2, -0.9, 0.2], [-0.2, 0.3, -0.9], [-0.5, -0.4, 0.0], [-0.9, -0.8, 0.2], [0.3, 0.8, -1.0], [0.7, -0.3, 0.8], [1.8, -1.8, 0.6], [-1.5, 0.5, -0.8], [1.0, -2.0, -0.6], [-0.3, 0.7, 1.8], [1.4, 0.3, -0.3], [-0.2, -0.1, -0.1], [1.7, -0.4, -1.0], [-0.6, 0.1, -0.7], [-0.6, 0.0, 0.2], [-0.5, -0.2, 0.2], [0.3, 0.0, 0.3], [-0.3, 0.3, 0.2], [-0.1, -0.1, 0.1], [-0.9, 0.0, 0.1], [-0.4, 0.1, -1.6], [-0.1, 0.4, -0.5], [0.5, 0.6, -0.1], [0.0, -0.2, -0.2], [0.2, -0.1, -0.4], [0.1, 0.1, -0.3], [0.2, 0.2, 0.1], [-0.5, 0.0, 0.1], [0.1, 0.1, 0.2], [-0.4, 0.1, -0.4], [0.3, -0.5, -0.1], [0.2, -0.1, -0.3], [0.1, -0.6, -0.7], [0.0, 0.1, 0.2], [0.2, 0.0, -0.5], [-0.1, -0.7, 0.1], [0.7, 0.2, -0.1], [0.1, 0.1, 0.3], [0.1, -0.3, 0.1], [-0.7, -0.6, 1.9], [0.2, -0.4, 0.0], [-0.4, 0.2, 0.4], [-0.3, -0.2, 0.0], [-0.4, 0.5, 0.9], [-0.7, 0.2, 0.6], [-0.2, 0.1, -0.2], [0.0, 0.1, -0.1], [0.1, 0.1, 0.4], [-0.1, -0.1, 0.2], [0.2, -1.1, 0.0], [0.8, -0.5, -0.2], [0.0, 0.1, 0.0], [-0.6, 0.2, 0.3], [0.4, 0.4, 0.0], [-0.3, 0.2, 0.1], [0.4, 0.3, -0.1]], "mulliken_charge": [0.99, 0.02, 0.41, 0.64, 0.88, 0.72, -0.55, -0.69, -1.20, -1.17, -0.96, -1.24, -0.87, -0.96, -1.40, -1.34, -0.56, -0.60, -1.16, -0.23, -0.55, 0.53, -0.96, -1.23, -0.49, -0.71, 0.32, 0.42, 0.38, 0.48, 0.35, 0.36, 0.57, 0.19, 0.03, 0.41, 0.28, 0.53, 0.35, 0.32, 0.28, 0.37, 0.16, 0.46, 0.50, 0.53, 0.44, 0.54, 0.53, 0.52, 0.45, 0.56, -0.25, 0.25, 0.90, 0.34, 0.31, 0.34, 0.35, 0.37, 0.55, 0.46, 0.28, 0.60, 0.31, -0.07, 0.26, 0.37, -0.03]}